Entry 1:
Density functional theory data (wB97M-V/def2-TZVPD) for an isolated molecule of C6H16N2.

Element x y z (Å)
C -0.038643 1.108989 0.162008
N 0.622031 -0.004178 -0.492641
C 2.006812 -0.206617 -0.026757
C 2.766973 -1.102264 -0.980156
N 2.553947 -2.528672 -0.654149
C -1.443857 1.320359 -0.434834
C -2.804322 0.689476 1.626383
C -2.517752 0.417994 0.162310
H -0.086178 1.028758 1.253345
H 0.543483 2.003001 -0.081244
H 0.159493 -0.884693 -0.286443
H 2.038019 -0.593238 0.997765
H 2.505018 0.771229 0.033924
H 2.463125 -0.847487 -1.995875
H 3.845167 -0.930582 -0.941562
H 3.149439 -3.104375 -1.243726
H 1.593826 -2.790697 -0.880310
H -1.735983 2.361915 -0.323661
H -1.318885 1.118565 -1.499363
H -3.654630 0.102792 1.974181
H -1.986284 0.383713 2.273531
H -2.947856 1.766059 1.770974
H -3.438246 0.559032 -0.411699
H -2.274697 -0.639081 -0.002000

Cartesian forces, eV/Å:
C -0.54 0.44 -0.47
N 0.75 -0.57 0.30
C 0.02 0.75 -0.01
C 0.25 -0.59 0.07
N -0.23 0.13 -0.28
C 0.58 -0.45 0.24
C 0.18 -0.08 0.12
C -0.22 -0.20 -0.47
H 0.08 -0.03 0.12
H 0.11 -0.08 0.15
H -0.44 0.22 -0.06
H 0.09 -0.24 0.00
H -0.19 -0.07 -0.25
H -0.13 0.08 -0.14
H -0.06 0.10 0.29
H -0.14 0.05 0.10
H 0.27 0.00 0.03
H -0.08 0.16 0.09
H -0.21 0.09 -0.09
H -0.23 0.30 -0.04
H 0.27 0.05 0.00
H -0.27 -0.21 0.16
H -0.03 0.09 0.03
H 0.15 0.06 0.12

Calculated values
Maximum force   0.987 eV/Å
Charge   0
Electronic energy   -347.70083 a.u.
Kohn-Sham gap   10.06 eV
Molecular weight   116.2 g mol⁻¹
LUMO   1.1 eV

Entry 2:
Density functional theory data (wB97M-V/def2-TZVPD) for a structure of composition C10H14ClMoN4O3.

Element x y z (Å)
Mo 0.184245 -0.665075 0.802470
N 2.201964 -0.010706 1.615788
C 3.208466 0.289677 0.556658
C 2.845233 -0.531263 -0.645250
O 3.505098 -0.775083 -1.590870
N 1.469826 -1.032731 -0.540065
C 1.188011 -2.102624 -1.501148
C -0.036924 -2.839809 -1.052504
O -0.768305 -3.593653 -1.521227
O -0.381898 -2.318982 0.376911
H 2.200069 0.751742 2.294586
H 2.546180 -0.814100 2.155356
H 4.223162 0.048762 0.875276
H 3.183108 1.351204 0.303467
H 2.027063 -2.801847 -1.582820
H 1.009840 -1.711884 -2.508400
Cl -1.432236 -1.055537 2.681141
C -0.207164 0.174217 2.774802
H 0.478104 0.025922 3.604680
H -0.607983 1.185928 2.703056
N -2.938780 -0.849611 -0.466117
C -2.355865 0.329558 -0.587549
C -3.050733 1.432200 -1.145927
C -2.446437 2.640490 -1.274113
C -1.094143 2.825245 -0.847615
C -0.445313 1.777750 -0.319315
N -1.049320 0.523578 -0.151949
H -3.894050 -0.962657 -0.784688
H -2.492550 -1.676774 -0.097599
H -4.071899 1.278863 -1.472102
H -2.986049 3.472594 -1.710120
H -0.599664 3.780483 -0.957936
H 0.588947 1.854123 0.013123

Cartesian forces, eV/Å:
Mo 0.01 0.23 0.49
N 0.05 0.01 0.01
C -0.03 -0.04 -0.02
C 0.18 0.11 -0.02
O -0.07 -0.04 0.02
N 0.09 -0.18 -0.33
C -0.01 -0.04 -0.08
C 0.13 0.14 0.11
O -0.03 -0.08 0.05
O -0.08 -0.16 -0.05
H -0.08 0.03 -0.05
H -0.04 0.01 0.02
H 0.00 -0.02 0.03
H -0.02 0.01 0.00
H 0.07 0.07 0.01
H -0.04 0.04 0.00
Cl -0.04 0.23 0.06
C 0.03 -0.27 -0.05
H 0.00 -0.12 -0.02
H 0.00 0.01 -0.03
N 0.01 -0.03 0.02
C 0.04 0.02 0.09
C 0.00 0.07 -0.04
C 0.01 -0.02 0.01
C -0.04 0.07 -0.03
C 0.04 -0.07 0.01
N -0.20 0.07 -0.17
H 0.01 0.00 -0.01
H -0.01 0.01 -0.03
H 0.00 -0.02 0.00
H 0.00 0.00 0.00
H 0.01 -0.01 0.01
H 0.03 0.00 -0.01

Calculated values
Maximum force   0.543 eV/Å
Charge   +3
Electronic energy   -1361.45707 a.u.
Kohn-Sham gap   6.04 eV
Molecular weight   369.6 g mol⁻¹
LUMO   -13.9 eV

Entry 3:
Density functional theory data (wB97M-V/def2-TZVPD) for an isolated molecule of C3H3N3 in a non-equilibrium geometry.

Element x y z (Å)
N -0.636201 -1.059162 -0.148182
C 0.067017 0.086326 0.358760
C 1.478949 -0.117505 -0.035980
N 2.524633 -0.441410 -0.403463
C -0.416712 1.423373 -0.090852
N -0.803677 2.458736 -0.430514
H -1.367953 -1.430740 0.426340
H -0.860122 -1.017955 -1.130995
H 0.014065 0.098336 1.454884

Cartesian forces, eV/Å:
N -0.09 -0.10 -0.12
C 0.13 -0.02 0.05
C 1.09 -0.21 -0.33
N -0.87 0.50 0.40
C -0.33 0.84 -0.33
N 0.37 -1.11 0.34
H -0.27 0.20 0.06
H -0.08 0.00 0.11
H 0.06 -0.10 -0.20

Calculated values
Maximum force   1.221 eV/Å
Charge   0
Electronic energy   -280.34299 a.u.
Kohn-Sham gap   11.28 eV
Molecular weight   81.1 g mol⁻¹
LUMO   0.3 eV

Entry 4:
Density functional theory data (wB97M-V/def2-TZVPD) for a structure of composition C17H20ClHgINO5 in a non-equilibrium geometry.

Element x y z (Å)
Hg 1.359984 2.066851 1.085991
C -1.813103 1.456188 1.903048
C -3.304210 1.323308 1.598317
O -3.672477 0.662798 0.378215
C -3.771034 1.435477 -0.805624
C -3.627048 0.479904 -1.998929
O -2.341968 0.072396 -2.278070
C -2.221918 -1.356091 -2.404618
C -2.251011 -2.128666 -1.140790
O -1.039061 -1.757899 -0.524580
C -0.941323 -2.032565 0.870367
C -1.493862 -0.888394 1.800550
O -1.012623 0.358896 1.362979
H -1.745703 1.587344 2.985688
H -1.366939 2.336766 1.435575
H -3.798306 2.328500 1.627232
H -3.785730 0.726755 2.431770
H -2.986383 2.198033 -0.986315
H -4.733410 1.919284 -0.873445
H -4.064696 0.977734 -2.873218
H -4.176786 -0.438335 -1.819138
H -1.256820 -1.587997 -2.872504
H -2.917181 -1.784906 -3.164948
H -2.356760 -3.217828 -1.321371
H -3.137820 -1.850312 -0.478540
H 0.110101 -2.087298 1.095578
H -1.532992 -2.920073 1.068004
H -1.229900 -1.137829 2.829358
H -2.559058 -0.942061 1.657361
Cl 6.723171 1.897715 -0.646041
C 5.395498 1.134774 0.164997
C 5.511839 1.097858 1.541362
C 4.716080 0.200500 2.210539
I 5.083804 -0.082683 4.261612
C 3.715716 -0.645882 1.624161
O 3.153116 -1.595464 2.113467
C 3.371492 -0.340666 0.205830
N 2.371945 -0.943243 -0.359717
C 1.994720 -0.625647 -1.588972
C 2.780957 0.256360 -2.281912
C 3.902860 0.803457 -1.771948
C 4.267307 0.519555 -0.482141
H 6.328571 1.634747 2.004820
H 1.157965 -1.142405 -2.036289
H 2.595591 0.486119 -3.319573
H 4.597407 1.544934 -2.228133

Cartesian forces, eV/Å:
Hg 0.22 0.13 -0.03
C 0.56 -0.54 -1.36
C -1.55 -0.08 0.29
O 0.63 0.45 0.56
C 1.11 -0.70 -0.86
C -1.41 0.10 0.26
O 1.56 -1.11 -0.10
C -0.10 0.00 -1.96
C -1.03 0.56 1.66
O 0.20 -0.30 0.78
C -0.27 1.57 0.14
C 0.06 -1.33 -1.68
O -0.89 0.91 1.19
H 0.35 -0.26 0.14
H -0.19 0.00 0.01
H 0.51 -0.56 0.10
H 0.42 0.53 -1.03
H -0.11 -0.23 0.74
H -0.51 0.25 0.09
H 0.00 0.03 -0.07
H -0.86 0.16 0.25
H 0.08 0.53 0.22
H -0.20 0.55 0.56
H 0.37 0.31 -0.06
H 0.91 -0.13 -0.77
H 0.46 -0.64 -0.10
H 0.32 -0.46 0.46
H 0.09 0.14 0.17
H -0.62 0.18 0.33
Cl -0.63 -0.04 -0.39
C 0.08 0.11 0.49
C 0.07 -0.59 -0.53
C 0.44 0.14 2.05
I -0.17 0.03 -0.42
C -0.81 -0.29 -1.72
O -0.06 -0.60 1.62
C 2.43 1.06 0.38
N -1.91 -0.78 0.30
C 0.99 -0.42 0.61
C -0.46 0.54 -2.63
C 2.19 1.57 0.18
C -0.37 -0.06 0.39
H -0.16 -0.08 0.20
H -0.17 0.06 0.20
H -0.52 0.03 -0.14
H -1.02 -0.77 -0.53

Calculated values
Spin multiplicity   2
⟨S²⟩   0.793
Maximum force   2.728 eV/Å
Charge   0
Electronic energy   -2001.91976 a.u.
Kohn-Sham gap (alpha / beta)   8.05 / 6.64 eV
Molecular weight   681.3 g mol⁻¹
LUMO (alpha / beta)   0.0 / -2.0 eV

The highest charge belongs to which entry?
C10H14ClMoN4O3

charge of number 1 (C6H16N2)?
0

What is the charge in the fourth record?
0

What did the third record say?
Density functional theory data (wB97M-V/def2-TZVPD) for an isolated molecule of C3H3N3 in a non-equilibrium geometry.

Element x y z (Å)
N -0.636201 -1.059162 -0.148182
C 0.067017 0.086326 0.358760
C 1.478949 -0.117505 -0.035980
N 2.524633 -0.441410 -0.403463
C -0.416712 1.423373 -0.090852
N -0.803677 2.458736 -0.430514
H -1.367953 -1.430740 0.426340
H -0.860122 -1.017955 -1.130995
H 0.014065 0.098336 1.454884

Cartesian forces, eV/Å:
N -0.09 -0.10 -0.12
C 0.13 -0.02 0.05
C 1.09 -0.21 -0.33
N -0.87 0.50 0.40
C -0.33 0.84 -0.33
N 0.37 -1.11 0.34
H -0.27 0.20 0.06
H -0.08 0.00 0.11
H 0.06 -0.10 -0.20

Calculated values
Maximum force   1.221 eV/Å
Charge   0
Electronic energy   -280.34299 a.u.
Kohn-Sham gap   11.28 eV
Molecular weight   81.1 g mol⁻¹
LUMO   0.3 eV